Entry 1:
Here is the molecule C4H7ClN2O at a distorted geometry from the Open Molecules 2025 dataset. Energies are from ωB97M-V/def2-TZVPD.

Last column: natural (NBO) charge in e.
Positions of all 15 atoms, in Å:
O (1.623508, -1.188507, 1.266335)  -0.574
N (0.444074, -0.256543, 1.424647)  -0.190
C (-0.710603, -0.936952, 1.084529)  0.256
N (-1.726155, -0.527198, 0.443036)  -0.462
C (-1.578461, 0.746546, -0.150128)  -0.276
C (-0.162497, 0.956888, -0.537913)  -0.222
Cl (0.450610, 0.056185, -1.972043)  -0.051
C (0.703531, 0.969854, 0.747790)  -0.275
H (1.808321, -1.648642, 2.238639)  0.480
H (-0.663853, -2.087125, 1.266988)  0.197
H (-2.217326, 0.703833, -1.009396)  0.222
H (-2.122927, 1.680524, 0.446816)  0.203
H (-0.239547, 1.940988, -0.883658)  0.214
H (0.470259, 1.966559, 1.136144)  0.226
H (1.779380, 1.064924, 0.259068)  0.254

Forces on atoms 1 to 2 (eV/Å):
O -0.69 -0.46 3.55
N 1.96 -1.48 1.25

Its HOMO energy is -9.3 eV. The SMILES is ON1C=NC[C@H](Cl)C1. The value obtained for the frontier orbital gap is 9.9 eV.

Entry 2:
Here is a cluster of 13 separate species, C34H101N19O13 in total at a distorted geometry from the Open Molecules 2025 dataset. Energies are from ωB97M-V/def2-TZVPD.

Last column: Mulliken spin population.
Positions of all 167 atoms, in Å:
C (4.829517, -3.884403, 0.834783)  0.000
O (5.284297, -4.524373, -0.084657)  0.000
N (3.835297, -2.997253, 0.641143)  0.000
N (5.126217, -3.929763, 2.055953)  0.000
H (3.336467, -2.558303, 1.401793)  0.000
H (3.576467, -2.740823, -0.300857)  0.000
H (4.531837, -3.436883, 2.707013)  0.000
H (5.669897, -4.698903, 2.420553)  0.000
C (-0.959013, 3.045537, 0.420963)  0.000
O (-0.465503, 2.239907, 1.215773)  0.000
N (-0.316333, 3.330977, -0.611697)  0.000
N (-2.130233, 3.557947, 0.440793)  0.000
H (0.594017, 2.924707, -0.773847)  0.000
H (-0.719453, 3.973007, -1.279077)  0.000
H (-2.385223, 4.209107, -0.287957)  0.000
H (-2.793873, 3.243807, 1.134323)  0.000
C (1.032837, -0.870573, -0.443727)  0.000
O (1.489047, -1.689763, -1.154257)  0.000
N (0.056727, -1.039213, 0.419993)  0.001
N (1.388027, 0.357917, -0.421527)  0.001
H (-0.210393, -0.334963, 1.092883)  0.000
H (-0.014233, -2.024593, 0.629943)  0.000
H (1.088147, 1.013637, 0.285723)  0.000
H (2.256657, 0.616497, -0.867307)  0.000
C (2.720387, 3.379057, 1.895013)  0.000
O (2.628637, 3.858067, 0.787803)  0.000
N (3.759617, 3.327627, 2.584503)  0.000
N (1.784217, 2.704047, 2.562803)  0.000
H (4.620267, 3.721687, 2.232233)  0.000
H (3.789127, 2.681607, 3.360313)  0.000
H (0.851017, 2.802007, 2.189113)  0.000
H (1.996107, 2.210977, 3.418413)  0.000
C (-0.599843, -3.330083, 3.626353)  0.000
O (0.282837, -3.949193, 4.184423)  0.000
N (-1.431613, -2.564563, 4.260583)  0.000
N (-0.955923, -3.408143, 2.368363)  0.000
H (-2.069853, -1.988093, 3.731023)  0.000
H (-1.154003, -2.434433, 5.222923)  0.000
H (-0.304583, -3.958313, 1.826913)  0.000
H (-1.773783, -2.923533, 2.027243)  0.000
C (-3.784643, -0.573323, 2.285913)  0.000
O (-2.654083, -0.875303, 2.100123)  0.000
N (-4.756423, -0.545533, 1.439843)  0.000
N (-4.212213, -0.299513, 3.475013)  0.000
H (-4.570883, -0.864113, 0.499543)  0.000
H (-5.692873, -0.267423, 1.696403)  0.000
H (-5.175303, -0.023203, 3.602323)  0.000
H (-3.396623, -0.102693, 4.037303)  0.000
C (-7.878343, -3.180483, -1.439747)  0.000
C (-6.741473, -2.405823, -0.921217)  0.000
C (-5.445283, -2.833813, -1.659927)  0.000
O (-4.502543, -2.006393, -1.014367)  0.001
C (-3.100223, -2.393023, -1.239487)  0.001
N (-7.065533, -1.042923, -1.339067)  0.000
H (-8.049143, -3.145603, -2.515717)  0.000
H (-8.852983, -2.931663, -1.019897)  0.000
H (-7.623773, -4.237863, -1.367407)  0.000
H (-6.809563, -2.606403, 0.148003)  0.000
H (-5.445303, -2.624493, -2.729637)  0.000
H (-5.285613, -3.904293, -1.530757)  0.000
H (-2.924133, -3.454233, -1.063627)  0.001
H (-2.485123, -1.803393, -0.559717)  -0.001
H (-2.889663, -2.069943, -2.258987)  0.000
H (-6.129993, -0.667823, -1.403637)  0.000
H (-7.369553, -1.104173, -2.300277)  0.000
C (5.921547, 2.534787, -1.128527)  0.000
C (4.868477, 1.444127, -1.173787)  0.000
C (4.921467, 0.700867, 0.152903)  0.000
O (6.215407, 0.163427, 0.573603)  0.000
C (6.169877, -0.444623, 1.787883)  0.000
N (3.577707, 2.074257, -1.393397)  0.000
H (5.636927, 3.346027, -0.458467)  0.000
H (5.889047, 2.935607, -2.141627)  0.000
H (6.880467, 2.103547, -0.841117)  0.000
H (4.951407, 0.752157, -2.011877)  0.000
H (4.221847, -0.133473, 0.103003)  0.000
H (4.560227, 1.302427, 0.987003)  0.000
H (7.199867, -0.785583, 1.892563)  0.000
H (5.466867, -1.277533, 1.800023)  0.000
H (6.007457, 0.255377, 2.607473)  0.000
H (3.381117, 2.781227, -0.699387)  0.000
H (3.606207, 2.575277, -2.269907)  0.000
C (2.256937, -0.832543, 3.199983)  0.000
C (3.127957, -1.426363, 4.336733)  0.000
C (2.323567, -1.484433, 5.652503)  0.000
O (2.000287, -0.185313, 6.141423)  0.000
C (1.157187, -0.259973, 7.287913)  0.000
N (3.388127, -2.789343, 3.902133)  0.000
H (2.008387, 0.208867, 3.404373)  0.000
H (1.245477, -1.235873, 3.151183)  0.000
H (2.656917, -0.875053, 2.186923)  0.000
H (4.054727, -0.862523, 4.442933)  0.000
H (2.928027, -1.971763, 6.417513)  0.000
H (1.426757, -2.055893, 5.413213)  0.000
H (1.136347, 0.715377, 7.774063)  0.000
H (1.626567, -0.974063, 7.964573)  0.000
H (0.184297, -0.642003, 6.978653)  0.000
H (2.464767, -3.135333, 3.683513)  0.000
H (3.743137, -3.377483, 4.642513)  0.000
C (-4.921653, 1.130457, 6.705993)  0.000
C (-3.558793, 0.684037, 7.270963)  0.000
C (-2.350293, 1.370747, 6.487883)  0.000
O (-2.204423, 0.619637, 5.298393)  0.000
C (-1.116843, 0.841777, 4.490253)  0.000
N (-3.499553, 1.094207, 8.659373)  0.000
H (-5.750533, 0.606937, 7.182433)  0.000
H (-4.919493, 1.058947, 5.618343)  0.000
H (-5.167633, 2.135437, 7.048933)  0.000
H (-3.425953, -0.395813, 7.337193)  0.000
H (-1.403583, 1.253197, 7.015153)  0.000
H (-2.528053, 2.409457, 6.209343)  0.000
H (-1.089213, 1.782887, 3.941033)  0.000
H (-1.117873, 0.008767, 3.787273)  0.000
H (-0.200123, 0.736487, 5.070473)  0.000
H (-2.637093, 0.728877, 9.037253)  0.000
H (-4.252573, 0.749067, 9.237253)  0.000
C (1.213007, -1.674063, -5.045697)  0.024
C (0.233877, -2.874803, -4.907777)  0.120
C (0.953797, -4.214143, -4.783387)  0.095
O (1.660737, -4.572203, -6.010607)  0.472
C (0.939237, -4.980073, -7.076517)  0.012
N (-0.461753, -2.799733, -3.623497)  0.193
H (0.657787, -0.736973, -5.004407)  0.013
H (1.549267, -1.602853, -6.080087)  0.010
H (2.049687, -1.746743, -4.350867)  -0.001
H (-0.455073, -3.029293, -5.738187)  -0.021
H (0.175117, -4.958453, -4.616737)  0.008
H (1.638537, -4.269103, -3.937087)  -0.012
H (1.635277, -5.003923, -7.915007)  0.000
H (0.140547, -4.259933, -7.254267)  0.045
H (0.416797, -5.917043, -6.883527)  0.039
H (-0.933753, -1.910443, -3.703977)  0.012
H (0.186697, -2.528033, -2.898377)  -0.013
C (2.650817, 1.605117, -4.615987)  0.002
C (3.021847, 3.057587, -4.785877)  0.000
C (2.011257, 4.019737, -4.044237)  0.000
O (0.848667, 4.130927, -4.744867)  0.000
C (-0.076933, 5.068987, -4.214787)  0.000
N (4.271727, 3.092397, -4.173317)  0.000
H (3.197797, 0.771647, -5.056697)  -0.001
H (1.668437, 1.507077, -5.077977)  -0.001
H (2.515757, 1.203827, -3.611587)  0.000
H (3.014857, 3.350147, -5.835857)  0.000
H (2.386907, 5.042917, -4.035427)  0.000
H (1.815717, 3.668717, -3.030997)  0.000
H (0.373797, 6.007287, -3.891487)  0.000
H (-0.372943, 4.564427, -3.295057)  0.000
H (-0.887803, 5.355967, -4.884287)  0.000
H (4.920597, 2.518737, -4.692907)  0.000
H (4.733557, 3.984987, -4.072827)  0.000
C (-4.069603, 2.181157, -4.757287)  0.000
C (-2.654423, 2.548177, -5.229237)  0.000
C (-1.729843, 1.329887, -5.429627)  0.000
O (-1.574523, 0.542227, -4.296657)  0.001
C (-1.069243, 1.180437, -3.111087)  0.000
N (-2.852953, 3.219907, -6.502317)  0.000
H (-4.844853, 2.946197, -4.714857)  0.000
H (-3.973843, 1.661837, -3.803737)  0.000
H (-4.459343, 1.497497, -5.511477)  0.000
H (-2.238943, 3.253277, -4.509297)  0.000
H (-0.739303, 1.689437, -5.708287)  0.000
H (-2.013753, 0.725377, -6.291067)  0.000
H (-0.759173, 0.493387, -2.323737)  -0.001
H (-1.821573, 1.779287, -2.597787)  0.000
H (-0.189303, 1.794757, -3.301907)  -0.001
H (-2.002513, 3.200527, -7.046797)  0.000
H (-3.164953, 4.176117, -6.410487)  0.000

Forces on atoms 1 to 2 (eV/Å):
C -1.66 0.23 -4.15
O 1.01 -0.92 -1.15

Its HOMO energy (spin up / spin down) is -10.3 / -10.3 eV. As for the spin multiplicity: 2. The value obtained for the frontier orbital gap (spin up / spin down) is 8.3 / 2.0 eV. Its charge is +1.

What are the DFT total energy values for these records? In order: -801.42569; -3374.14056 Ha.